Record 1
A structure of composition C43H35ClN4O4PtS3 at a distorted geometry, computed with ωB97M-V with the def2-TZVPD basis set.

XYZ file:
```
91
C43H35ClN4O4PtS3, DFT ωB97M-V with the def2-TZVPD basis set
Pt 1.14845 -0.47718 2.79520
C -5.46523 -1.88957 -3.38994
C -4.47759 -1.25593 -2.44946
C -4.38266 0.13255 -2.34314
C -3.46699 0.72080 -1.48857
C -2.63294 -0.08922 -0.73227
C -2.72472 -1.46964 -0.80156
C -3.64441 -2.04647 -1.66535
S -1.48183 0.62392 0.43542
O -2.22941 1.70003 1.14544
C -0.40246 1.45901 -0.72853
C -0.43079 2.86812 -0.72018
C 0.34642 3.55357 -1.60452
C 1.18146 2.86618 -2.52082
C 1.98779 3.56616 -3.45132
C 2.81140 2.89320 -4.30561
C 2.87084 1.48297 -4.26696
C 2.10624 0.78090 -3.38177
C 1.23532 1.45312 -2.48796
C 0.42713 0.74693 -1.54662
C 0.41456 -0.74533 -1.54843
C -0.26947 -1.36080 -2.64860
C -0.91367 -0.58564 -3.64850
C -1.56847 -1.18375 -4.68537
C -1.61753 -2.59073 -4.78813
C -1.01662 -3.36199 -3.83767
C -0.33730 -2.76701 -2.74602
C 0.25603 -3.55357 -1.73570
C 0.90729 -2.97256 -0.69397
C 1.00469 -1.56248 -0.59901
S 2.08514 -1.10633 0.81863
O 2.80100 -2.35903 1.09882
C 3.27603 -0.02574 0.05040
C 3.22694 1.35124 0.15062
C 4.22951 2.09988 -0.44940
C 5.26070 1.49220 -1.15057
C 6.32905 2.30970 -1.81990
C 5.28746 0.09925 -1.23182
C 4.30708 -0.66488 -0.63043
H -5.74486 -1.20414 -4.18930
H -6.37829 -2.17403 -2.86257
H -5.04981 -2.79161 -3.83989
H -5.02899 0.75689 -2.94901
H -3.39689 1.79833 -1.39869
H -2.05822 -2.09043 -0.21080
H -3.70025 -3.12616 -1.74389
H -1.07898 3.36352 -0.00903
H 0.33438 4.63694 -1.61893
H 1.94022 4.64867 -3.46740
H 3.42455 3.43734 -5.01270
H 3.53578 0.95621 -4.93979
H 2.16820 -0.29913 -3.34776
H -0.89394 0.49378 -3.57817
H -2.05919 -0.57411 -5.43328
H -2.13460 -3.05205 -5.61982
H -1.05092 -4.44329 -3.89790
H 0.19256 -4.63302 -1.80181
H 1.38372 -3.57157 0.06808
H 2.43216 1.83671 0.69648
H 4.19887 3.17960 -0.37053
H 6.16401 3.37541 -1.66728
H 6.34268 2.11873 -2.89515
H 7.31645 2.05711 -1.43011
H 6.09316 -0.39069 -1.76627
H 4.34105 -1.74601 -0.65839
S -0.15299 -2.39301 2.68023
C -1.73720 -1.85155 2.92928
N -2.00930 -0.56368 3.27579
C -3.26563 -0.10409 3.41531
C -4.31366 -0.95742 3.24078
C -3.97893 -2.28939 2.93630
N -2.75149 -2.72940 2.78164
H -1.25537 0.12403 3.45574
H -3.34434 0.94738 3.65035
H -5.33596 -0.62856 3.33324
H -4.76236 -3.02975 2.80868
C -1.01772 2.24188 6.84664
N -0.17006 1.12360 6.46863
C 0.59710 0.45066 7.38616
C 1.36276 -0.59028 7.03998
C 1.43574 -1.00068 5.64149
O 2.14436 -1.90485 5.23877
N 0.63653 -0.27015 4.76219
C -0.17023 0.74209 5.13921
O -0.92270 1.31566 4.34225
H -0.90345 2.41292 7.91470
H -2.06097 2.02589 6.62151
H -0.73007 3.13756 6.29935
H 0.53300 0.81941 8.40108
H 1.96966 -1.11750 7.75826
Cl 2.47201 1.39430 3.17990
```

Computed properties:
charge	0
maximum force	0.033	Eh/bohr
gap between HOMO and LUMO	7.97	eV
HOMO level	-8.11	eV
relative energy (zero: lowest compared OMol25 entry of this formula, charge and spin)	3.8	kcal/mol

Mulliken population analysis, charges in e, atoms 1 to 4: atom 1 (Pt): 0.9309, atom 2 (C): -1.7345, atom 3 (C): 1.0232, atom 4 (C): -1.0039

---

Record 2
A structure of composition C43H35IrN5PS2 at a distorted geometry, computed with ωB97M-V with the def2-TZVPD basis set.

XYZ file:
```
87
C43H35IrN5PS2, DFT ωB97M-V with the def2-TZVPD basis set
Ir 0.80193 -0.33177 -0.86586
S 1.21339 -0.22686 6.17029
C 2.17804 1.04457 6.76132
C 2.88632 1.65107 5.76996
C 2.63345 1.07319 4.50168
C 1.74494 0.03471 4.55051
C 1.23139 -0.77649 3.44634
C 1.41412 -0.35686 2.11237
N 0.95039 -1.04679 1.08313
C 0.27525 -2.19723 1.28897
C 0.04999 -2.69806 2.56582
C -0.68837 -3.92984 2.69834
C -1.15712 -4.57922 1.61114
C -0.92828 -4.06138 0.28570
C -1.38705 -4.67352 -0.88739
C -1.13182 -4.11137 -2.12945
C -0.41065 -2.89969 -2.14361
N 0.02292 -2.31748 -1.04252
C -0.21494 -2.87564 0.15554
C -1.57244 -4.72039 -3.38331
C -1.44117 -4.23389 -4.65778
C -1.99413 -5.08763 -5.64108
C -2.53624 -6.21093 -5.09806
S -2.38175 -6.24244 -3.40475
C 0.54565 -1.96333 3.64810
H 2.17276 1.27813 7.81502
H 3.56821 2.47161 5.94225
H 3.12380 1.40281 3.59563
H 1.93618 0.56406 1.88559
H -0.85675 -4.32124 3.69371
H -1.71290 -5.50283 1.71320
H -1.94507 -5.60015 -0.81582
H -0.18486 -2.39736 -3.07431
H -0.97152 -3.28906 -4.89794
H -1.99487 -4.87758 -6.70044
H -3.01769 -7.02935 -5.61049
H 0.40461 -2.34245 4.65402
N -0.34985 1.05329 -1.23873
P -1.22472 2.13059 -0.36876
C -1.77397 3.49995 -1.37733
C -1.76107 4.80629 -0.88808
C -2.26256 5.83399 -1.67524
C -2.77280 5.55789 -2.93595
C -2.78875 4.25500 -3.42037
C -2.28916 3.22246 -2.64547
C -0.25438 2.81503 0.97853
C -0.65562 2.68590 2.30553
C 0.12379 3.24238 3.31252
C 1.29557 3.91264 2.99372
C 1.70091 4.03318 1.66786
C 0.92883 3.48358 0.65781
C -2.69023 1.36386 0.33506
C -3.84781 2.11730 0.52205
C -4.97019 1.51769 1.07395
C -4.94288 0.17818 1.43700
C -3.79232 -0.57693 1.24336
C -2.66991 0.01333 0.68454
H -1.36476 5.02013 0.09657
H -2.24961 6.84927 -1.30132
H -3.15303 6.36502 -3.54849
H -3.18943 4.04705 -4.40372
H -2.28797 2.20455 -3.01800
H -1.58188 2.17958 2.54926
H -0.19102 3.15972 4.34544
H 1.89373 4.35500 3.78029
H 2.61007 4.56925 1.42677
H 1.22551 3.59227 -0.37965
H -3.87381 3.16205 0.23838
H -5.87166 2.09886 1.21678
H -5.82531 -0.27952 1.86486
H -3.77622 -1.62336 1.52129
H -1.77663 -0.56955 0.49461
C 5.71562 -2.62196 -2.25668
C 4.72244 -1.51759 -2.14429
C 4.79286 -0.18879 -2.50456
C 3.55449 0.38234 -2.18317
N 2.76325 -0.55318 -1.65883
N 3.49186 -1.69781 -1.63387
C 3.10687 1.79376 -2.37533
H 6.64472 -2.24421 -2.67393
H 5.34598 -3.41450 -2.90859
H 5.92771 -3.06097 -1.28132
H 5.63420 0.31657 -2.94839
H 3.08615 -2.55676 -1.30474
H 3.62540 2.23568 -3.22339
H 3.33846 2.39039 -1.49075
H 2.03339 1.84180 -2.55302
```

Computed properties:
charge	+2
maximum force	0.042	Eh/bohr
gap between HOMO and LUMO	6.77	eV
HOMO level	-12.75	eV
relative energy (zero: lowest compared OMol25 entry of this formula, charge and spin)	0.0	kcal/mol

Mulliken population analysis, charges in e, atoms 1 to 4: atom 1 (Ir): 0.5101, atom 2 (S): -0.1568, atom 3 (C): -0.3980, atom 4 (C): -0.7100

---

Record 3
A structure of composition C43H35IrN5PS2 at a distorted geometry, computed with ωB97M-V with the def2-TZVPD basis set.

XYZ file:
```
87
C43H35IrN5PS2, DFT ωB97M-V with the def2-TZVPD basis set
Ir 0.95587 -0.30211 -0.84598
S 1.00732 -0.26265 6.34619
C 1.95670 1.00288 6.97055
C 2.71731 1.59906 6.00915
C 2.52322 1.02359 4.73577
C 1.62098 -0.01181 4.74220
C 1.14984 -0.81643 3.62669
C 1.40233 -0.41711 2.30159
N 0.97497 -1.09010 1.24792
C 0.24603 -2.21834 1.41748
C -0.04414 -2.71182 2.69933
C -0.82496 -3.90821 2.82217
C -1.29504 -4.54822 1.72973
C -1.02923 -4.05330 0.40999
C -1.51434 -4.66893 -0.74779
C -1.24211 -4.14019 -2.00356
C -0.47453 -2.95735 -2.03812
N -0.00365 -2.36553 -0.95804
C -0.25847 -2.88895 0.26353
C -1.71277 -4.75578 -3.23148
C -1.57490 -4.30607 -4.52392
C -2.16802 -5.15695 -5.47644
C -2.75205 -6.24904 -4.90534
S -2.58873 -6.25567 -3.21342
C 0.42853 -1.99176 3.80117
H 1.90398 1.24293 8.02067
H 3.39618 2.41421 6.21127
H 3.06018 1.34869 3.85561
H 1.96381 0.48760 2.10219
H -1.03274 -4.28141 3.81684
H -1.89086 -5.44675 1.82721
H -2.11051 -5.56868 -0.65928
H -0.23420 -2.48612 -2.98204
H -1.07160 -3.38762 -4.79064
H -2.17003 -4.97070 -6.53972
H -3.26891 -7.05670 -5.39868
H 0.23434 -2.36092 4.80075
N -0.25326 1.10570 -1.34077
P -1.15879 2.10913 -0.47585
C -1.72903 3.51616 -1.43921
C -1.73140 4.79777 -0.89262
C -2.24389 5.85188 -1.63353
C -2.75032 5.62589 -2.90543
C -2.75098 4.34605 -3.44507
C -2.23922 3.28640 -2.71603
C -0.17782 2.75274 0.90450
C -0.56640 2.56978 2.22732
C 0.22135 3.08783 3.24637
C 1.39064 3.77106 2.94448
C 1.78203 3.94484 1.62127
C 1.00069 3.43463 0.59782
C -2.64200 1.31954 0.20405
C -3.81008 2.04609 0.41864
C -4.92491 1.40518 0.93757
C -4.87868 0.05215 1.24316
C -3.71647 -0.67509 1.02176
C -2.60463 -0.04155 0.49415
H -1.33788 4.96963 0.10043
H -2.24166 6.84876 -1.21372
H -3.13831 6.45500 -3.48180
H -3.14890 4.17648 -4.43651
H -2.22312 2.28453 -3.12866
H -1.48986 2.05182 2.45768
H -0.08443 2.96486 4.27716
H 1.99597 4.18253 3.74179
H 2.68837 4.49081 1.39389
H 1.28384 3.58253 -0.43784
H -3.84950 3.10155 0.17980
H -5.83617 1.96471 1.10088
H -5.75519 -0.43687 1.64682
H -3.68445 -1.73289 1.25379
H -1.70343 -0.59598 0.27795
C 5.92536 -2.38192 -2.51039
C 4.90446 -1.31315 -2.36082
C 4.91776 0.01836 -2.73286
C 3.67858 0.54772 -2.36239
N 2.94069 -0.40864 -1.78852
N 3.70358 -1.53090 -1.79567
C 3.17351 1.93486 -2.54705
H 6.82216 -1.97717 -2.97033
H 5.55195 -3.19050 -3.14037
H 6.19277 -2.80809 -1.54285
H 5.72138 0.54765 -3.21512
H 3.34699 -2.40418 -1.44683
H 3.63338 2.38490 -3.42375
H 3.42570 2.54876 -1.68035
H 2.08980 1.93492 -2.67055
```

Computed properties:
charge	+2
maximum force	0.034	Eh/bohr
gap between HOMO and LUMO (spin up / spin down)	6.91 / 5.73	eV
HOMO level (spin up / spin down)	-12.61 / -12.60	eV
spin multiplicity	5

Mulliken population analysis, charges in e, atoms 1 to 4: atom 1 (Ir): 1.5864, atom 2 (S): -0.1542, atom 3 (C): -0.3786, atom 4 (C): -0.7156

---

Record 4
A structure of composition C43H35N2OS5Y, computed with ωB97M-V with the def2-TZVPD basis set.

XYZ file:
```
87
C43H35N2OS5Y, DFT ωB97M-V with the def2-TZVPD basis set
Y 0.32838 -0.14245 0.17214
S -2.04635 -0.51088 1.76276
C -3.40920 -0.59806 0.67602
C -4.69890 -0.60180 1.23737
C -5.83691 -0.66550 0.45863
C -5.73955 -0.72365 -0.92892
C -4.48633 -0.70703 -1.50940
C -3.33332 -0.65779 -0.72718
S -1.78137 -0.47952 -1.58941
C -1.35923 -2.15540 -2.15403
C -0.54037 -3.04509 -1.24073
C -0.22078 -4.32040 -1.70042
C 0.40224 -5.20362 -0.84488
C 0.65160 -4.80729 0.46294
C 0.32078 -3.51995 0.84774
C 0.39899 -3.13316 2.30414
S 0.82687 -1.41229 2.67802
C 2.59923 -1.34505 2.79011
C 3.37560 -2.38725 3.27937
C 4.75004 -2.24213 3.38683
C 5.33552 -1.03603 3.02648
C 4.56025 0.00918 2.55326
C 3.17382 -0.11548 2.41178
S 2.21467 1.19551 1.74782
N -0.21427 -2.63957 -0.01358
H -4.77899 -0.55060 2.31547
H -6.81007 -0.66297 0.93417
H -6.62730 -0.76528 -1.54612
H -4.38347 -0.71462 -2.58847
H -0.85080 -2.03298 -3.11112
H -2.30687 -2.66252 -2.34423
H -0.46582 -4.60023 -2.71642
H 0.67658 -6.19520 -1.18007
H 1.08841 -5.49031 1.17901
H 1.02407 -3.82570 2.86208
H -0.61619 -3.20309 2.70397
H 2.90901 -3.31373 3.58939
H 5.35273 -3.05948 3.75969
H 6.40723 -0.90908 3.11317
H 5.01935 0.94573 2.26471
N 2.56831 -1.28734 -0.32420
C 2.76431 -2.10363 -1.47678
C 3.21619 -3.40605 -1.32512
C 3.36078 -4.23590 -2.42673
C 3.05628 -3.75218 -3.68880
C 2.63337 -2.43878 -3.83887
C 2.48350 -1.58529 -2.74721
C 2.06272 -0.16951 -2.93352
C 2.65474 0.54836 -3.98032
C 2.28783 1.85812 -4.23966
C 1.28518 2.44156 -3.47532
C 0.68865 1.70477 -2.46199
C 1.07510 0.39990 -2.10825
H 2.99664 -1.72767 0.48599
H 3.02563 -0.38163 -0.43547
H 3.46392 -3.76800 -0.33261
H 3.71494 -5.25071 -2.29704
H 3.15915 -4.38891 -4.55821
H 2.40251 -2.05657 -4.82582
H 3.43049 0.08437 -4.58013
H 2.77279 2.41381 -5.03257
H 0.96633 3.45797 -3.67773
H -0.11920 2.18305 -1.91461
O -0.57780 1.97273 0.34433
S -1.02465 2.52321 1.68505
C -2.77182 2.83584 1.44482
C -3.28795 2.87009 0.16117
C -4.65523 3.01895 -0.00956
C -5.48564 3.13216 1.09740
C -4.95505 3.08702 2.37973
C -3.59006 2.92396 2.55875
C -0.39034 4.20190 1.64549
C 0.35091 4.62393 0.55557
C 0.87768 5.90753 0.55933
C 0.66289 6.74758 1.64215
C -0.07197 6.30515 2.73502
C -0.59512 5.02315 2.74406
H -2.62339 2.75549 -0.68601
H -5.07420 3.03231 -1.00695
H -6.55387 3.23813 0.95985
H -5.60676 3.15388 3.24081
H -3.16790 2.83304 3.55258
H 0.52248 3.94527 -0.26971
H 1.46368 6.24677 -0.28453
H 1.07811 7.74681 1.64069
H -0.22772 6.95727 3.58409
H -1.15574 4.66283 3.59880
```

Computed properties:
charge	0
maximum force	0.009	Eh/bohr
gap between HOMO and LUMO	7.42	eV
HOMO level	-7.09	eV
relative energy (zero: lowest compared OMol25 entry of this formula, charge and spin)	0.0	kcal/mol

Mulliken population analysis, charges in e, atoms 1 to 4: atom 1 (Y): -1.3038, atom 2 (S): -0.2718, atom 3 (C): 0.8276, atom 4 (C): -0.8658

---

Record 5
A structure of composition C43H36AgBrN6OSe, computed with ωB97M-V with the def2-TZVPD basis set.

XYZ file:
```
89
C43H36AgBrN6OSe, DFT ωB97M-V with the def2-TZVPD basis set
Ag 0.35235 -0.63072 0.08135
C 0.51195 6.66852 -1.79871
C 1.47455 6.34615 -0.68783
C 2.22405 7.33861 -0.07151
C 3.11030 7.05175 0.95991
C 3.22139 5.74148 1.40324
C 2.47487 4.73173 0.81583
C 1.62049 5.01745 -0.25318
N 0.86721 4.02982 -0.88092
C 1.03291 2.62970 -0.79069
N 2.34044 2.26223 -0.87042
C 3.05986 1.02877 -0.66395
C 2.44073 -0.20418 -0.44313
C 3.34086 -1.26774 -0.25558
C 4.72272 -1.14134 -0.28867
C 5.27978 0.10592 -0.53426
C 4.45700 1.20551 -0.73069
C 5.08564 2.55235 -1.01017
N 0.03478 1.84122 -0.77707
C -1.28376 2.29978 -0.69196
C -2.13504 1.94180 -1.74386
C -3.47419 2.28825 -1.74454
C -4.00201 2.99610 -0.67193
C -3.17023 3.33288 0.38583
C -1.81484 3.00232 0.40912
C -0.98723 3.32860 1.62369
H 0.56874 7.72542 -2.06062
H -0.52300 6.45236 -1.51263
H 0.72756 6.07673 -2.69273
H 2.11076 8.36210 -0.41534
H 3.69242 7.84208 1.41744
H 3.87859 5.49627 2.22887
H 2.51970 3.72181 1.20959
H -0.05055 4.29200 -1.20259
H 2.94240 3.05188 -1.00963
H 2.93549 -2.25688 -0.05843
H 5.36448 -2.00001 -0.11395
H 6.35739 0.23663 -0.56576
H 6.16836 2.44725 -1.08277
H 4.88147 3.28436 -0.22046
H 4.73711 2.98334 -1.95604
H -1.70953 1.35692 -2.55043
H -4.11030 1.98133 -2.56664
H -5.05455 3.25360 -0.64279
H -3.58326 3.85520 1.24378
H -1.63934 3.50998 2.48035
H -0.37506 4.22258 1.48141
H -0.31876 2.49970 1.88453
Br -0.35355 -6.93371 -6.47226
C -1.49612 -6.84318 -4.94945
C -2.08864 -5.63908 -4.60255
C -2.91305 -5.57525 -3.49130
C -3.17754 -6.71568 -2.71601
C -2.57727 -7.91621 -3.10769
C -1.73225 -7.98422 -4.20485
N -4.13860 -6.77789 -1.69573
N -4.42561 -5.79765 -0.93141
C -3.62183 -4.74407 -0.61225
C -4.34669 -3.61373 -0.15592
C -3.79252 -2.38451 0.03409
C -2.38947 -2.15848 -0.17875
O -1.89174 -1.03060 -0.11993
C -1.56733 -3.37737 -0.45060
N -0.23770 -3.19526 -0.46091
C 0.54698 -4.23379 -0.64142
C 0.05391 -5.54041 -0.72624
C -1.30247 -5.73976 -0.70513
C -2.17341 -4.63649 -0.63538
H -1.89750 -4.74995 -5.18873
H -3.36682 -4.63184 -3.21762
H -2.79088 -8.80507 -2.52490
H -1.26146 -8.91932 -4.47933
H -5.41590 -3.75543 -0.03586
H -4.39287 -1.53197 0.32551
H 1.61281 -4.03429 -0.68517
H 0.73906 -6.37622 -0.79340
H -1.70573 -6.74214 -0.72108
Se 1.20025 0.49550 2.82817
C 0.57285 0.08217 4.57987
C -0.43682 0.82855 5.21194
C -0.86675 0.53589 6.50038
C -0.30876 -0.52051 7.21367
C 0.68471 -1.28110 6.60335
C 1.11419 -0.98744 5.31531
H -0.88407 1.65117 4.66620
H -1.64726 1.13888 6.95517
H -0.64602 -0.75100 8.21765
H 1.13019 -2.11402 7.13935
H 1.88702 -1.58610 4.84818
```

Computed properties:
charge	-2
maximum force	0.011	Eh/bohr
gap between HOMO and LUMO	4.68	eV
HOMO level	-1.03	eV
relative energy (zero: lowest compared OMol25 entry of this formula, charge and spin)	0.0	kcal/mol

Mulliken population analysis, charges in e, atoms 1 to 4: atom 1 (Ag): -0.1033, atom 2 (C): -1.6679, atom 3 (C): 0.8076, atom 4 (C): -0.6687